{"formula": "C29H35Cl3N4O2P2Sn", "method": "the ωB97M-V functional and the def2-TZVPD basis", "total_energy_ha": -3773.06386, "lumo_energy_ev": -1.11, "orbital_gap_ev": 7.3, "symbols": ["Sn", "Cl", "Cl", "Cl", "P", "P", "O", "O", "N", "N", "N", "N", "C", "C", "C", "C", "C", "C", "C", "C", "C", "C", "C", "C", "C", "C", "C", "C", "C", "C", "C", "C", "C", "C", "C", "C", "C", "C", "C", "C", "C", "H", "H", "H", "H", "H", "H", "H", "H", "H", "H", "H", "H", "H", "H", "H", "H", "H", "H", "H", "H", "H", "H", "H", "H", "H", "H", "H", "H", "H", "H", "H", "H", "H", "H", "H"], "coordinates": [[3.32, -3.47, 4.20], [5.03, -8.05, 3.68], [5.85, -7.35, 0.98], [7.39, -6.34, 3.22], [-2.81, 2.22, 0.22], [0.04, 3.29, -0.48], [4.93, -4.87, 3.92], [3.93, -5.27, 1.94], [-4.03, 3.13, 1.16], [-3.99, 1.12, -0.47], [1.26, 4.55, -0.58], [0.46, 2.54, -2.03], [0.37, -4.35, 0.25], [1.85, -5.11, 4.04], [-5.15, 1.42, -1.20], [1.05, 0.88, -3.45], [-5.05, 3.99, 0.73], [1.68, 5.35, -1.65], [0.63, 2.01, -4.23], [-4.02, 3.17, 2.56], [3.00, -2.51, -0.12], [0.15, -3.28, 1.02], [-4.80, -0.83, -1.28], [-1.41, 4.26, -1.09], [-3.78, -0.27, -0.53], [3.30, -3.73, -0.60], [-2.67, 3.38, -1.22], [0.86, -4.38, -1.16], [-5.67, 4.55, 1.83], [0.59, -1.88, 0.71], [5.75, -6.77, 2.66], [-5.02, 4.03, 3.00], [1.81, 5.09, 0.60], [0.28, 3.01, -3.33], [-5.67, 0.23, -1.70], [2.55, 6.21, 0.27], [4.78, -5.51, 2.80], [0.93, 1.23, -2.12], [1.77, -1.68, -0.29], [2.48, 6.38, -1.16], [2.37, -4.66, -1.32], [1.33, -4.79, 3.12], [2.65, -4.67, -2.39], [3.76, -2.03, 0.52], [1.37, 5.14, -2.66], [3.11, 6.83, 0.96], [-2.63, 2.75, -2.12], [2.31, -6.09, 3.88], [0.65, -3.45, -1.69], [-1.20, 4.74, -2.05], [1.58, 4.63, 1.55], [-0.41, -3.39, 1.97], [1.14, -5.14, 4.89], [-6.48, 5.27, 1.81], [-2.91, -0.69, -0.05], [1.11, 0.68, -1.20], [0.84, -1.38, 1.66], [-6.57, 0.13, -2.28], [1.38, -0.08, -3.83], [0.35, -5.20, -1.68], [2.96, 7.14, -1.75], [-4.91, -1.88, -1.51], [2.58, -5.68, -0.97], [1.37, -1.74, -1.32], [-5.50, 2.43, -1.32], [-0.10, 4.01, -3.53], [0.06, -5.34, 0.62], [-5.25, 4.15, -0.33], [4.30, -4.14, -0.41], [0.59, 2.08, -5.30], [-1.56, 5.06, -0.34], [2.09, -0.64, -0.15], [-3.55, 4.03, -1.30], [-3.29, 2.57, 3.10], [-5.24, 4.27, 4.02], [-0.28, -1.31, 0.31]], "mulliken_charge": [0.8005, -0.1282, -0.1265, -0.1241, -0.0562, -0.2515, -0.6746, -0.4560, 0.3131, 0.3622, 0.3594, 0.4226, -0.2829, -1.0946, -0.1179, -0.3618, -0.0603, -0.0999, -1.1609, -0.4404, -0.3231, -0.5710, -0.6130, -1.0347, -0.3457, -0.8945, -0.6782, -0.9403, -0.7493, 0.1123, 0.5884, -0.6026, -0.4048, -0.1141, -0.6410, -0.5572, 0.3771, -0.2961, -0.5215, -0.5993, -0.6525, 0.0918, 0.3690, 0.4794, 0.2401, 0.4022, 0.4845, 0.3069, 0.3495, 0.4345, 0.3605, 0.5639, 0.4410, 0.4221, 0.3220, 0.0567, 0.3402, 0.4315, 0.4716, 0.4055, 0.4372, 0.4143, 0.3582, 0.2655, 0.2068, 0.4216, 0.3549, 0.2686, 0.3544, 0.4401, 0.5035, 0.5696, 0.4577, 0.3956, 0.4085, -0.1904]}